# C7H11FN2Si

2 unconnected molecules or ions with the total composition C7H11FN2Si at a distorted geometry (ωB97M-V/def2-TZVPD, the OMol25 dataset).

XYZ file:
```
22
Properties=species:S:1:pos:R:3
C -1.8773 1.0087 -0.6438
C -0.7624 -1.7923 -0.2992
C -2.7574 -0.1242 1.4439
C 2.7762 -1.1102 -0.8035
C 1.2534 1.5756 -1.1251
C -1.6068 0.5809 0.7297
C -0.0643 -0.9435 0.5414
N -2.0781 1.3554 -1.7309
N -1.4882 -2.3616 -0.9864
F 2.1831 0.5910 1.3978
Si 1.5095 0.0308 0.0065
H -3.6107 0.3919 1.3712
H -2.9299 -1.1205 1.0607
H -2.4488 -0.1879 2.4851
H 3.4589 -0.3354 -1.3015
H 3.2655 -1.5363 0.0618
H 2.4082 -1.9404 -1.4846
H 1.6427 1.5710 -2.1607
H 0.2695 1.9823 -0.9923
H 1.8731 2.3138 -0.4418
H -0.9320 1.1119 1.2270
H -0.0840 -1.0610 1.6444
```

Spin multiplicity: 1
Charge: 0
Lowest unoccupied orbital energy, eV: -0.79
Max |F|, eV/Å: 5.80
Molar mass, g mol⁻¹: 170.26
Frontier orbital gap, eV: 8.9
Energy relative to the best compared isomer or geometry (same formula, charge and spin), eV: 1.688


# CH6N4S2

CH6N4S2 in the gas phase at a distorted geometry (ωB97M-V/def2-TZVPD, the OMol25 dataset).

XYZ file:
```
13
Properties=species:S:1:pos:R:3
N 1.6699 -0.8569 0.8490
N 0.7709 -0.8870 -0.2154
N 0.0387 0.2812 -0.5137
N 0.6867 1.5509 -0.4059
C -1.3460 0.0382 -0.1326
S -2.3593 1.2725 0.2552
S -1.7450 -1.7014 0.1668
H 1.0768 -0.9813 1.6513
H 2.2522 0.0082 0.8003
H 1.1981 -1.2207 -1.0959
H 0.1606 2.1932 0.1397
H 0.6746 1.8353 -1.3713
H -3.0783 -1.5321 -0.1276
```

Spin multiplicity: 1
Charge: 0
Lowest unoccupied orbital energy, eV: 0.20
SMILES string: NNN(N)C(=S)S
Max |F|, eV/Å: 3.47
Molar mass, g mol⁻¹: 138.22
Frontier orbital gap, eV: 8.8
Energy relative to the best compared isomer or geometry (same formula, charge and spin), eV: 1.418


# H38O23P

20 unconnected molecules or ions with the total composition H38O23P at a distorted geometry (ωB97M-V/def2-TZVPD, the OMol25 dataset).

XYZ file:
```
62
Properties=species:S:1:pos:R:3
P -4.6305 -14.1951 24.2519
O -4.0544 -14.9398 23.0716
O -3.8460 -12.8445 24.2333
O -4.4809 -15.0044 25.4645
O -6.0442 -13.8753 24.2754
O -6.6078 -15.2509 26.6594
H -5.7557 -15.2075 26.1614
H -7.2352 -14.9857 26.0058
O -1.6599 -12.8308 25.7029
H -2.5026 -12.8207 25.2571
H -1.8409 -12.4997 26.5612
O -4.2396 -17.1930 26.5847
H -4.4055 -16.3203 26.1073
H -3.6120 -17.7154 26.0697
O -7.1696 -15.7335 23.0949
H -6.4573 -16.3062 22.8016
H -6.7656 -15.0350 23.6109
O -4.1557 -13.7297 27.6428
H -4.3519 -14.0587 26.7461
H -3.1916 -13.7636 27.5871
O -4.7116 -10.9724 22.8057
H -5.4002 -11.3311 22.2367
H -4.2909 -11.6954 23.3102
O -5.3382 -17.7049 24.0289
H -4.4181 -17.6632 23.7661
H -5.5087 -17.0829 24.7289
O -6.9006 -11.5825 25.0689
H -6.4607 -12.4312 24.8704
H -7.4993 -11.8254 25.7849
O -2.0694 -15.3893 25.8811
H -3.0378 -15.4431 25.6748
H -1.8630 -14.5090 25.6376
O -6.7307 -12.8734 22.0173
H -6.4634 -13.1933 22.8727
H -6.7045 -13.6587 21.4452
O -8.4515 -13.8518 25.0898
H -7.5387 -13.7369 24.7827
H -9.0231 -14.2980 24.4582
O -1.5422 -14.8008 22.4306
H -1.1090 -15.4056 23.0408
H -2.4724 -14.8571 22.7078
O -3.6952 -10.6976 25.8222
H -3.9547 -11.4891 25.2058
H -4.2631 -9.9960 25.5051
O -2.0701 -12.2955 22.7514
H -2.8000 -12.5706 23.3259
H -1.6474 -13.1199 22.6414
O -2.7992 -17.1457 23.4835
H -2.3272 -17.2567 24.3056
H -3.4321 -16.3967 23.3873
O -1.9794 -9.8038 23.3754
H -1.7490 -9.3648 24.1889
H -2.5701 -10.5315 23.6436
O -4.2480 -13.4503 21.0926
H -4.1858 -14.1377 21.7332
H -4.8627 -12.9322 21.5554
O -2.8219 -16.1899 20.2071
H -3.7062 -16.1071 20.5137
H -2.2675 -15.8584 20.9058
O -5.1127 -16.2608 21.3841
H -4.6681 -15.7501 22.0737
H -5.7083 -15.5579 21.0788
```

Spin multiplicity: 1
Charge: -3
Lowest unoccupied orbital energy, eV: 7.27
Max |F|, eV/Å: 5.18
Molar mass, g mol⁻¹: 437.25
Frontier orbital gap, eV: 8.0
Energy relative to the best compared isomer or geometry (same formula, charge and spin), eV: 2.649


Short version: energy = -772.1723 -1056.9909 -2094.7458 a.u., in the order given.